Below is 5 unconnected molecules or ions with the total composition C26H67N5O8 in a non-equilibrium geometry, with properties calculated with wB97M-V/def2-TZVPD.

Calculated values
Strongest force on any atom = 0.0429 Eh/bohr
Structure (SMILES) = COC[C@H](C)N.COC[C@H](C)N.COCCNCCOC.COCCNCCOC.COCCNCCOC
DFT total energy = -1906.2546 Ha
Relative energy (zero: lowest compared OMol25 entry of this formula, charge and spin) = 2.0888 eV
Gap between HOMO and LUMO = 9.13 eV

The geometry in XYZ format:
```
106
C26H67N5O8 | OMol25 | wB97M-V/def2-TZVPD
C 1.34 -2.37 1.84
O 0.07 -1.98 1.43
C -0.22 -0.62 1.65
C -1.64 -0.30 1.24
C -2.08 -0.93 -0.08
N -1.80 1.16 1.24
H 1.67 -3.25 1.27
H 1.48 -2.55 2.91
H 2.10 -1.67 1.44
H -0.11 -0.42 2.73
H 0.55 0.00 1.17
H -2.32 -0.75 1.98
H -2.28 -1.99 0.14
H -1.31 -1.03 -0.85
H -2.98 -0.39 -0.38
H -2.56 1.43 0.63
H -1.03 1.57 0.70
C 3.97 -5.52 1.88
O 4.76 -5.43 3.03
C 4.23 -6.11 4.16
C 5.40 -6.42 5.08
C 6.19 -7.62 4.60
N 4.97 -6.64 6.48
H 4.65 -5.48 1.02
H 3.27 -4.71 1.64
H 3.41 -6.46 1.86
H 3.41 -5.54 4.62
H 3.62 -7.00 3.95
H 6.02 -5.54 5.23
H 5.56 -8.51 4.56
H 7.02 -7.85 5.26
H 6.61 -7.46 3.61
H 4.14 -7.22 6.58
H 4.69 -5.76 6.90
C 1.07 6.15 -3.48
O 0.82 4.89 -2.89
C -0.55 4.52 -3.07
C -0.88 3.33 -2.20
N -0.68 3.58 -0.76
C -1.71 4.40 -0.14
C -1.28 5.19 1.10
O -1.07 4.51 2.34
C 0.14 3.77 2.46
H 2.16 6.12 -3.58
H 0.83 6.97 -2.80
H 0.69 6.43 -4.47
H -0.80 4.32 -4.12
H -1.14 5.40 -2.78
H -0.33 2.42 -2.45
H -1.95 3.09 -2.30
H 0.22 4.05 -0.68
H -2.64 3.86 0.06
H -2.13 5.14 -0.85
H -2.09 5.87 1.37
H -0.33 5.72 0.95
H 1.05 4.36 2.44
H 0.13 3.04 1.65
H 0.03 3.23 3.40
C 1.38 -1.18 -2.23
O 2.32 -0.17 -1.96
C 1.83 0.72 -0.97
C 2.43 2.10 -1.05
N 3.68 2.25 -0.29
C 3.56 3.11 0.88
C 3.64 4.61 0.62
O 2.38 5.07 0.12
C 2.38 6.47 -0.09
H 0.58 -0.69 -2.80
H 0.90 -1.75 -1.42
H 1.79 -1.97 -2.87
H 1.95 0.23 0.00
H 0.73 0.81 -0.99
H 1.69 2.82 -0.69
H 2.51 2.50 -2.07
H 4.40 2.60 -0.91
H 4.37 2.87 1.57
H 2.63 2.93 1.42
H 4.31 4.72 -0.24
H 3.95 5.19 1.49
H 3.05 6.52 -0.96
H 2.77 7.12 0.70
H 1.37 6.77 -0.38
C -6.11 -3.38 0.69
O -6.04 -3.66 -0.71
C -6.99 -2.98 -1.49
C -6.45 -1.62 -2.05
N -5.58 -1.71 -3.20
C -4.34 -2.42 -2.94
C -3.34 -2.41 -4.07
O -2.36 -1.37 -3.95
C -2.92 -0.08 -4.12
H -5.64 -4.25 1.15
H -7.12 -3.19 1.04
H -5.46 -2.54 0.95
H -7.93 -2.82 -0.94
H -7.33 -3.64 -2.30
H -5.89 -1.15 -1.25
H -7.39 -1.08 -2.22
H -6.02 -2.13 -4.01
H -4.49 -3.43 -2.54
H -3.86 -2.04 -2.02
H -3.87 -2.28 -5.02
H -2.74 -3.32 -4.06
H -2.13 0.58 -4.48
H -3.31 0.28 -3.16
H -3.67 -0.02 -4.91
```

Mulliken atomic charge list, values in e, 4 entries: C -0.776; O -0.335; C 0.392; C 0.254